118
Properties=species:S:1:pos:R:3:forces:R:3 method="wB97M-V/def2-TZVPD" charge=0 multiplicity=1 mol_weight_g_mol=1493.0
C 0.759 -3.639 -1.280 -0.5 -0.1 0.4
C -6.337 -3.134 -0.484 -0.1 0.1 0.1
C 3.777 -2.514 -0.739 -0.1 0.6 0.2
I 4.910 -0.633 -2.781 0.2 0.3 0.3
F 0.904 1.168 0.360 -0.2 -0.2 -0.2
H -2.728 -4.120 0.356 -0.1 -0.1 0.0
H -6.777 8.263 -1.363 0.0 0.0 0.1
C 8.459 -3.270 2.867 -0.1 0.1 0.0
S 0.909 0.111 -2.129 0.3 0.1 -1.3
F 0.163 2.390 -1.269 0.1 -0.4 0.2
F 8.483 -3.199 4.200 0.0 0.0 0.0
F 7.783 -2.224 2.404 0.0 0.0 0.0
C -1.775 1.156 1.023 -0.2 0.1 0.0
H -6.918 -0.807 0.349 0.1 -0.1 -0.1
H -5.250 5.282 2.547 0.1 -0.1 0.0
F 9.675 -8.181 -3.755 0.0 0.0 0.0
H -5.673 3.175 1.280 -0.2 -0.1 0.1
H 5.015 -0.311 0.062 0.0 -0.2 0.0
O 2.694 -2.942 -0.084 -0.2 -0.7 -0.5
F 10.625 -6.778 -2.412 0.0 0.0 0.0
F -2.125 1.536 -1.280 0.3 -0.2 0.3
Cl 3.265 -0.453 1.540 0.0 0.0 0.1
H 0.039 -3.336 -2.041 0.1 0.1 -0.1
H 11.974 -4.420 1.380 -0.1 0.1 0.0
H -4.203 5.165 1.121 0.0 0.0 0.0
C -2.293 -4.048 -0.640 0.5 0.3 -0.2
C 12.871 -3.240 2.962 -0.2 0.2 0.1
H -1.960 -3.022 -0.779 -0.2 0.1 0.0
C 1.981 -1.288 -1.595 0.2 -0.4 -0.7
F -4.057 1.683 0.484 0.1 -0.3 0.0
O 8.340 -5.479 -2.018 0.1 0.0 0.0
O -0.205 -0.404 -2.867 -0.3 -0.2 0.7
C 1.438 -2.415 -0.638 0.7 -0.2 1.1
F -3.521 1.381 2.559 0.0 -0.1 -0.3
O -1.120 -6.083 -1.100 0.1 0.0 0.0
F -5.255 -4.775 0.819 0.1 0.0 0.0
O -6.004 9.440 0.699 0.1 0.0 0.1
H 6.287 -5.121 -2.084 0.1 -0.1 -0.1
O 4.778 -3.141 -0.871 0.1 0.1 0.3
H 4.570 3.260 0.485 -0.1 0.1 0.0
H -9.417 9.778 -0.979 0.0 0.0 -0.1
C 6.860 -5.756 -0.093 0.1 -0.3 -0.1
C 9.883 -3.298 2.276 0.1 -0.1 0.0
C 3.960 -0.079 -0.072 0.2 0.1 -0.1
C 11.971 -4.350 2.467 0.4 -0.1 -0.1
H 4.632 1.641 -1.149 -0.1 -0.2 -0.2
C -5.473 11.723 0.129 0.0 0.0 0.1
H -5.614 6.230 1.109 0.0 0.0 -0.1
H -8.207 -1.327 -1.749 0.0 0.1 0.0
C -1.363 0.812 -0.433 -0.1 -0.1 -0.4
C -6.133 10.344 -0.072 -0.1 -0.1 -0.1
O -6.799 10.336 -1.213 0.0 0.1 0.0
C 0.149 1.146 -0.752 -0.3 0.7 0.2
H 7.717 -5.661 0.567 0.0 0.0 0.0
H -7.632 9.149 -2.622 0.1 0.2 0.0
C 0.650 -2.010 0.597 -0.3 0.3 0.0
H -8.588 8.857 0.272 0.0 -0.1 0.0
O 10.615 -4.180 2.933 -0.1 0.0 0.0
O -7.308 -2.848 0.365 0.0 -0.1 0.0
C -8.757 8.928 -0.802 0.0 0.2 0.2
O 0.066 -4.373 -0.261 0.3 0.1 -0.1
O 10.213 -2.631 1.342 0.0 0.1 -0.1
F -4.440 11.857 -0.712 0.0 0.0 0.0
C 9.642 -6.932 -3.306 0.0 -0.1 0.0
C -7.456 9.094 -1.550 -0.2 -0.4 -0.2
H 0.876 -1.016 0.942 0.1 0.2 0.0
H 13.900 -3.434 2.661 0.0 0.0 0.0
H 3.320 2.460 1.445 0.0 0.0 0.1
H 6.691 -6.819 -0.265 -0.1 0.0 -0.1
C -9.626 4.963 1.492 0.0 0.1 0.0
H 1.504 -4.311 -1.697 0.1 0.1 -0.2
O -7.965 5.757 -0.066 -0.1 0.1 -0.1
C -8.715 -1.218 -0.793 0.0 -0.2 -0.1
C 3.889 1.416 -0.392 -0.2 0.3 0.7
H -6.090 4.100 -0.157 -0.1 0.1 0.0
H 4.972 1.857 1.453 0.1 0.0 0.0
F -1.484 2.452 1.266 0.0 -0.4 0.0
H 0.936 -2.698 1.387 0.0 -0.1 0.0
C -5.235 5.270 1.457 -0.2 0.2 0.1
C -6.069 4.121 0.932 0.4 0.1 -0.1
F -5.023 11.846 1.372 0.0 0.0 0.0
C 3.486 -1.057 -1.183 0.2 -0.2 -0.5
H 2.917 1.696 -0.779 0.0 0.0 -0.2
F -6.338 12.712 -0.110 0.0 0.0 0.0
O 1.771 1.025 -2.814 0.2 0.0 0.5
I 2.143 -2.248 -3.600 -0.5 -0.2 -0.2
F -6.998 -5.414 -0.292 0.0 0.0 0.0
H -3.004 -4.315 -1.409 -0.2 0.0 0.1
F 7.806 -4.384 2.515 0.0 0.0 0.1
H 12.287 -5.310 2.867 -0.1 0.0 0.1
H -8.286 -1.358 1.313 0.0 -0.1 0.0
C -1.099 -4.952 -0.722 -0.2 -0.3 0.0
F 9.880 -6.106 -4.334 0.0 0.0 0.0
H 12.569 -2.276 2.556 0.0 0.0 -0.1
C 7.118 -5.023 -1.388 -0.4 0.2 0.2
H 7.269 -3.963 -1.203 0.2 0.0 -0.1
C -8.227 5.034 0.849 0.2 -0.1 0.0
F -10.237 3.830 1.120 0.0 0.0 0.0
F -1.643 -0.493 -0.639 0.1 0.3 0.2
H 12.831 -3.174 4.050 0.1 -0.1 0.0
C -7.774 -1.481 0.362 -0.2 0.4 0.1
F -10.368 5.991 1.098 0.0 0.0 0.0
H -9.548 -1.921 -0.772 0.0 0.0 0.1
H 5.983 -5.341 0.400 0.0 0.1 0.0
F -3.645 -0.326 1.232 0.0 0.2 -0.2
O -5.797 -2.390 -1.247 0.1 0.0 -0.1
F -9.548 4.979 2.824 0.0 0.0 0.0
O 7.306 -7.308 -2.842 0.0 -0.1 -0.1
C -5.933 -4.613 -0.326 -0.1 -0.1 -0.1
H -0.417 -2.110 0.464 -0.1 0.0 -0.2
F -1.118 0.359 1.890 -0.1 0.3 -0.2
C -3.297 0.957 1.304 0.0 0.2 0.6
C 4.197 2.296 0.825 0.2 0.0 -0.1
O -7.420 4.174 1.442 -0.1 -0.1 0.0
C 8.266 -6.615 -2.686 -0.1 0.2 0.1
F -5.156 -4.985 -1.338 -0.1 -0.1 0.0
H -9.110 -0.205 -0.726 0.0 0.0 0.0
H -9.256 8.017 -1.128 0.0 0.0 0.0

88
Properties=species:S:1:pos:R:3:forces:R:3 method="wB97M-V/def2-TZVPD" charge=-1 multiplicity=1 mol_weight_g_mol=836.5
H 2.157 -1.770 0.922 -0.1 -0.1 0.0
C 1.273 0.661 7.386 -0.2 -0.1 0.2
O 3.651 -0.806 9.283 0.0 0.0 0.0
F 0.061 1.216 7.621 0.0 0.0 0.1
C 0.107 -7.716 3.071 -0.1 0.1 0.0
O -4.699 3.757 -3.755 -0.2 -0.3 -0.2
O 5.755 2.208 -5.059 0.2 0.2 -0.2
C -1.144 4.258 -1.759 -0.2 0.5 -1.1
H 3.654 -2.228 0.074 0.0 0.1 -0.1
O 1.317 -7.708 3.671 0.0 -0.1 0.0
O 0.228 -1.546 3.798 0.0 0.1 0.0
H 0.297 -1.269 7.397 0.0 0.1 0.1
O -1.598 6.088 -0.343 0.1 -0.1 0.1
C -2.148 5.180 -1.010 0.1 0.4 0.7
H -0.410 3.815 -1.087 -0.2 -0.2 0.2
H -2.756 3.512 -2.747 -0.1 0.0 0.6
H -7.285 3.822 -4.862 -0.1 0.0 -0.1
H 0.540 1.180 1.483 -0.1 0.1 0.1
H 1.278 -9.083 5.218 -0.1 -0.1 0.0
N -0.819 0.783 -0.053 -0.6 -0.3 0.2
C 1.168 -0.783 6.954 0.0 -0.1 -0.3
H 1.141 -0.912 5.876 0.2 -0.1 0.0
O -1.392 -2.772 2.815 0.3 -0.2 0.0
C 0.200 1.652 0.559 0.3 -0.4 -0.4
O 1.983 0.560 8.611 0.2 0.1 -0.2
H 1.829 1.301 6.700 -0.1 0.1 0.0
H 2.382 -3.424 -1.658 0.0 -0.1 0.1
C 2.616 -1.930 -0.056 0.2 0.0 0.1
H 1.076 1.717 -0.092 -0.1 0.3 0.0
C -5.024 2.467 -3.991 0.2 0.1 0.1
C -0.321 5.237 -2.664 0.4 -0.7 0.4
C 5.371 1.772 -6.292 -0.1 -0.1 0.0
H 4.069 4.624 -6.349 0.0 -0.1 -0.2
C -1.681 1.864 -2.131 0.0 0.1 -0.2
O -0.431 -3.502 4.687 -0.1 0.0 0.0
C 1.810 -2.903 -0.888 -0.2 0.2 0.1
H -1.121 -4.726 2.243 0.0 -0.1 -0.1
C 5.380 3.572 -4.955 -0.2 -0.1 0.1
H -0.178 2.649 0.792 0.0 0.0 0.1
H -2.210 -0.711 0.512 -0.1 0.1 0.0
H -2.373 -4.155 4.989 -0.1 0.1 -0.1
C 1.417 -0.817 -1.613 -0.2 0.2 0.3
O -4.660 1.543 -3.350 -0.1 -0.1 -0.2
C -1.331 -0.200 0.898 0.5 0.1 0.2
O 2.364 -1.345 7.516 -0.1 0.1 0.0
H -4.428 4.705 -5.569 -0.1 -0.1 -0.1
H 2.629 -9.273 4.078 0.0 0.2 -0.1
C -1.496 -4.413 4.393 0.0 -0.2 0.1
H 0.516 5.588 -2.056 -0.1 0.3 0.0
O -2.827 1.913 0.000 -0.7 -0.1 0.1
H -0.913 6.118 -2.917 -0.1 -0.1 -0.2
C 1.576 -9.025 4.171 0.2 0.0 0.0
O -3.360 4.986 -1.197 -0.1 -0.1 -0.4
H 1.126 -10.194 2.357 0.0 -0.1 0.0
O -0.391 -8.979 3.015 0.2 0.0 -0.2
H -0.166 3.742 -4.339 -0.2 -0.1 0.2
C -0.468 -2.509 3.766 -0.1 0.1 0.0
N -1.800 3.239 -2.564 0.2 -0.3 -0.1
F 5.064 3.850 -3.670 0.0 -0.1 0.0
F -3.040 -4.313 2.596 0.0 0.1 0.0
O -0.442 -6.753 2.649 0.0 -0.3 0.1
H -1.200 -5.433 4.606 0.2 0.0 0.0
O 0.992 0.056 -2.275 0.3 -0.1 -0.4
H 6.227 4.196 -5.249 0.0 0.0 0.1
H -0.553 -0.956 1.037 0.0 0.0 0.1
C -1.735 -4.152 2.924 -0.4 0.4 0.1
H -1.544 0.233 1.882 -0.2 0.0 0.0
H -2.463 1.298 -2.643 0.0 -0.1 0.1
O -5.851 2.378 -5.086 -0.2 0.1 0.2
O 0.859 -2.066 -1.500 0.3 -0.1 -0.2
C 0.293 4.615 -3.883 0.4 0.5 -0.3
O 4.513 2.647 -6.856 0.1 0.1 0.1
F -6.496 3.825 -6.699 0.0 0.0 0.0
C -6.323 3.679 -5.357 0.2 -0.1 -0.1
F 0.194 -10.952 3.950 0.0 0.0 0.0
H -5.551 5.511 -4.452 0.1 -0.1 0.2
H 3.257 3.392 -5.374 0.0 0.1 0.1
F 1.171 -3.826 -0.119 0.0 0.0 0.0
C -1.887 1.562 -0.647 0.8 0.2 -0.1
N 1.340 5.067 -4.460 0.0 -0.2 -0.1
H -0.730 1.415 -2.432 -0.1 0.3 0.1
C 2.757 -0.560 8.545 0.0 -0.1 0.1
C 0.675 -9.870 3.296 -0.1 0.0 0.2
H 1.672 5.892 -3.955 0.0 0.0 0.0
C 4.187 3.653 -5.880 -0.2 0.1 -0.1
O 5.753 0.769 -6.798 0.0 0.0 0.0
O 2.527 -0.735 -0.829 0.0 -0.1 0.0
C -5.209 4.549 -4.823 0.1 0.3 0.1

27
Properties=species:S:1:pos:R:3:forces:R:3 method="wB97M-V/def2-TZVPD" charge=0 smiles=O.O.O.O.O.O.O.O.O multiplicity=1 relative_energy_ev=3.443 mol_weight_g_mol=162.1
H -1.083 -3.398 0.835 0.1 -0.1 0.1
O 0.865 0.792 -0.441 0.0 0.0 -0.2
H 0.265 -2.805 0.460 0.0 -0.1 0.1
O -0.981 3.480 -0.042 -0.1 0.0 -0.1
O 0.622 -2.126 3.623 0.1 0.2 0.0
H 0.085 -2.793 -4.655 -0.1 -0.2 -0.1
H -1.382 1.484 2.321 0.1 0.1 0.0
O 5.510 3.824 1.472 -0.1 -0.2 0.0
H -3.511 1.826 -1.193 -0.1 -0.1 -0.1
H -4.123 0.786 -0.269 0.0 0.0 -0.1
H -2.243 0.682 3.283 0.1 0.1 0.1
H 5.868 3.183 2.097 0.0 0.1 0.0
H 0.555 -3.127 -3.249 0.3 -0.3 -0.1
H 1.402 -2.095 3.058 -0.1 -0.1 0.1
O 0.076 -3.498 -3.999 0.2 -0.1 0.1
H 4.824 3.335 1.003 0.1 0.1 0.0
H 0.084 -1.386 3.321 0.0 0.1 0.1
O -0.135 -3.557 0.909 0.0 0.1 -0.3
H 1.267 1.577 -0.831 0.1 -0.1 0.1
H -0.151 -0.835 -3.743 -0.1 0.1 0.0
O -3.493 0.883 -0.992 0.1 0.2 0.2
O -1.404 1.153 3.226 -0.1 -0.2 -0.1
H -1.546 2.763 -0.352 0.1 -0.1 0.1
O -1.032 -1.067 -3.430 0.2 0.5 0.3
H -0.154 3.348 -0.518 -0.2 0.0 0.1
H 0.528 0.301 -1.199 -0.1 0.0 0.0
H -0.904 -1.902 -2.965 -0.4 0.0 -0.2

| no. | calculated total energy (eV) | LUMO energy (eV) |
| --- | --- | --- |
| 1 | -174465.9724 | -1.5 |
| 2 | -91255.0045 | 1.2 |
| 3 | -18718.6922 | -0.5 |